No. 1
Here is a 10-piece molecular cluster, C41H84N11O10 overall in a non-equilibrium geometry from OMol25. Energies are from ωB97M-V with the def2-TZVPD basis set.

```
! wB97M-V def2-TZVPD RIJCOSX def2/J DEFGRID3
* xyz 0 2
C -3.99688 -3.37247 0.51639
C -3.08239 -4.32761 -0.31319
C -3.84393 -4.57256 -1.63642
C -1.77180 -3.54135 -0.61955
C -0.45258 -4.16358 -0.08756
C -0.06075 -3.67390 1.30486
C -0.17315 -2.31048 1.58546
C 0.22963 -1.92595 2.83077
C 0.69437 -2.78948 3.78974
N 0.81267 -4.08948 3.53219
C 0.43834 -4.46082 2.31414
C -0.47262 -5.70667 -0.27818
C -1.81328 -6.43113 0.04182
C -1.52809 -7.43084 1.20895
C -2.21160 -7.32075 -1.15210
N -2.88374 -5.53838 0.51798
O -2.70041 -5.20326 1.75443
H -4.78554 -3.98838 0.95933
H -4.49635 -2.67521 -0.16168
H -3.44494 -2.80981 1.26647
H -4.25879 -3.62007 -1.97248
H -3.14106 -4.87156 -2.42158
H -4.61975 -5.33095 -1.49796
H -1.67357 -3.47500 -1.70924
H -1.91653 -2.51347 -0.29044
H 0.33638 -3.80008 -0.75885
H -0.52275 -1.59911 0.84881
H 0.17523 -0.86415 3.08515
H 0.96735 -2.40498 4.76840
H 0.55690 -5.51950 2.08960
H -0.27644 -5.86660 -1.34711
H 0.37608 -6.16978 0.22593
H -0.92861 -6.99233 2.00044
H -2.50173 -7.68828 1.64240
H -1.12508 -8.36453 0.81297
H -2.27021 -6.75397 -2.08271
H -1.50366 -8.14336 -1.24528
H -3.20154 -7.74434 -0.94679
C -1.85262 -0.70869 -3.06204
C -3.12858 -1.27615 -3.63413
O -3.99371 -1.77846 -2.91877
N -3.29998 -1.21410 -4.96946
C -2.39532 -0.65934 -5.96777
H -1.86630 -0.82996 -1.98307
H -0.98630 -1.23767 -3.46233
H -1.77480 0.35404 -3.29041
H -4.17590 -1.60830 -5.28129
H -2.90849 0.13834 -6.50196
H -2.13194 -1.44539 -6.67785
H -1.49627 -0.26584 -5.52229
C -1.66532 -1.83211 7.41164
C -0.20121 -1.47195 7.36663
O 0.35452 -1.15826 6.32461
N 0.49580 -1.50694 8.53207
C 0.01667 -1.85265 9.85718
H -2.07500 -1.75759 6.40852
H -1.79535 -2.85577 7.76476
H -2.20780 -1.14432 8.06193
H 1.46611 -1.25602 8.42583
H 0.17573 -1.00696 10.52864
H 0.58356 -2.70621 10.23269
H -1.03831 -2.10386 9.84504
C -2.21127 4.12371 1.88704
C -2.45190 2.69660 1.45426
O -3.19955 2.42086 0.52560
N -1.80501 1.71976 2.13364
C -0.88250 1.84985 3.25413
H -2.79414 4.78461 1.25190
H -2.52636 4.26703 2.92141
H -1.15621 4.38050 1.78327
H -2.01065 0.79329 1.79357
H 0.07215 1.41149 2.96884
H -1.29008 1.29534 4.10325
H -0.73250 2.88637 3.53787
C 2.83629 2.26953 5.03127
C 2.97021 2.24228 3.52716
O 2.17344 1.63394 2.82287
N 4.00542 2.91549 2.97478
C 5.04663 3.69041 3.63980
H 1.96436 1.68619 5.31692
H 3.71705 1.82918 5.49986
H 2.70291 3.29354 5.38350
H 4.03152 2.85256 1.96931
H 5.01367 4.71053 3.27750
H 6.01619 3.26582 3.39190
H 4.91501 3.68506 4.71822
C -9.29772 -1.25917 -4.15160
C -7.84487 -0.86031 -4.24052
O -7.33345 -0.50567 -5.29847
N -7.10417 -0.90512 -3.10805
C -7.51713 -1.29595 -1.77610
H -9.75029 -1.17236 -5.13303
H -9.38673 -2.29509 -3.82030
H -9.83165 -0.60201 -3.46304
H -6.14209 -0.62878 -3.24388
H -7.34966 -0.46386 -1.08980
H -6.90958 -2.14218 -1.44858
H -8.56533 -1.57551 -1.74998
C 7.72581 6.06124 5.19186
C 7.88236 6.04680 3.68968
O 7.09614 5.44622 2.96391
N 8.92691 6.72269 3.16294
C 9.95647 7.48631 3.85353
H 6.84839 5.47914 5.45976
H 8.59837 5.61524 5.67014
H 7.58890 7.08167 5.55103
H 8.97058 6.66992 2.15744
H 9.92594 8.51833 3.49656
H 10.93485 7.06183 3.61296
H 9.80660 7.47394 4.92881
C 14.17320 5.58373 1.30156
C 13.66033 6.75608 2.09961
O 12.57557 6.72827 2.66741
N 14.44260 7.86010 2.17458
C 15.74658 8.08239 1.57641
H 13.43744 4.78597 1.33869
H 14.32530 5.86877 0.25990
H 15.10830 5.21470 1.72433
H 14.03719 8.60233 2.72312
H 16.47065 8.29526 2.36422
H 15.69314 8.94499 0.91057
H 16.07798 7.21738 1.01256
C -0.01580 2.76983 -4.95220
C 0.22507 2.16047 -6.31223
O -0.44293 1.22638 -6.73270
N 1.22047 2.68664 -7.07070
C 2.11296 3.78489 -6.74938
H -0.83721 2.24639 -4.47246
H 0.87211 2.67083 -4.32649
H -0.28506 3.82219 -5.04785
H 1.32505 2.23262 -7.96448
H 1.99477 4.57323 -7.49465
H 3.14443 3.42983 -6.77931
H 1.90501 4.19131 -5.76560
C -9.25193 -2.33985 -8.31980
C -10.45617 -2.81271 -7.54338
O -10.99396 -2.11399 -6.69959
N -10.93456 -4.05830 -7.81002
C -10.43522 -5.02757 -8.76635
H -8.99443 -1.33709 -7.99083
H -8.39867 -2.99379 -8.13563
H -9.47395 -2.31207 -9.38789
H -11.73784 -4.30605 -7.25425
H -11.22417 -5.26602 -9.48221
H -10.15617 -5.94199 -8.23955
H -9.57178 -4.64807 -9.30186
*
```

HOMO-LUMO gap (alpha / beta) (eV): 8.428 / 8.852
<S²>: 0.75
LUMO (alpha / beta) (eV): 0.5 / 0.5



No. 2
Here is one molecule with the formula C2H7NO2Si in a non-equilibrium geometry from OMol25. Energies are from ωB97M-V with the def2-TZVPD basis set.

```
! wB97M-V def2-TZVPD RIJCOSX def2/J DEFGRID3
* xyz 0 1
C 0.39655 1.27106 -0.57443
C -0.11934 -0.13865 -0.59226
N -1.53672 -0.01561 -0.03170
O -2.41097 0.28531 -0.78077
O -1.66954 -0.24888 1.15465
Si 0.80955 -1.15620 0.76635
H 0.47625 1.53986 0.47332
H -0.37877 1.98921 -0.97836
H 1.27658 1.54275 -1.04598
H -0.26057 -0.55579 -1.58791
H 0.31237 -2.70733 0.79942
H 2.11055 -0.85603 0.19653
H 0.99405 -0.94971 2.20114
*
```

HOMO-LUMO gap (eV): 10.961
SMILES: C[C@@H]([SiH3])[N+](=O)[O-]
LUMO (eV): 0.3



No. 3
Here is C23H27CdN3O5S3Se as an isolated structure in a non-equilibrium geometry from OMol25. Energies are from ωB97M-V with the def2-TZVPD basis set.

```
! wB97M-V def2-TZVPD RIJCOSX def2/J DEFGRID3
* xyz -2 1
Cd -7.46114 -11.20249 10.90575
O -4.42453 -8.49429 8.97215
C -5.09868 -9.41190 9.49327
O -5.52510 -9.53078 10.65249
C -5.55355 -10.55935 8.54245
C -5.14030 -10.55667 7.23147
C -5.58925 -11.50724 6.36833
C -6.49469 -12.54303 6.82018
C -6.78550 -12.47584 8.17333
N -6.30764 -11.54834 9.01747
C -7.91758 -13.41086 8.69884
O -8.52596 -14.09049 7.86434
O -8.04651 -13.35373 9.93585
H -4.54466 -9.69657 6.95852
H -5.35355 -11.48588 5.28323
H -6.84526 -13.35712 6.23484
C -11.69758 -10.42160 12.52594
C -10.20141 -10.67507 12.28084
S -9.58803 -10.04119 10.80083
C -9.47575 -11.22552 13.24139
C -10.19086 -11.82115 14.45521
S -7.74499 -11.40696 13.27878
H -11.79771 -9.72002 13.31295
H -12.15391 -11.37008 12.74117
H -12.12642 -10.15748 11.51954
H -10.95335 -12.61790 14.24768
H -10.66865 -11.07987 15.04591
H -9.46686 -12.33861 15.11608
C -8.42078 -8.42285 8.16711
N -7.49082 -8.01700 7.13515
C -7.51359 -8.68083 5.93191
Se -8.49281 -10.18820 5.50350
N -6.53230 -8.15911 5.17966
C -5.92401 -7.06132 5.88442
C -4.97420 -6.13726 5.40150
C -4.56894 -5.21311 6.36610
C -5.15296 -5.13905 7.63981
C -6.13956 -6.02937 8.08784
C -6.55137 -6.96689 7.08557
H -8.80021 -9.42468 7.86236
H -9.38050 -7.79019 8.26001
H -7.95222 -8.46245 9.15818
H -6.32572 -8.45829 4.25162
H -4.48368 -6.18265 4.47211
H -3.72361 -4.55789 6.07308
H -4.64122 -4.51569 8.37979
H -6.55525 -5.91582 9.10370
C -7.62190 -15.82858 12.68251
C -8.98215 -15.61708 12.03258
S -9.51196 -17.06003 10.96044
O -9.17165 -18.32443 11.65088
C -8.30507 -16.82278 9.62212
C -8.66346 -17.74262 8.53074
H -7.34506 -15.10036 13.40388
H -6.98999 -15.86820 11.76006
H -7.55143 -16.82435 13.04464
H -8.93588 -14.73125 11.42154
H -9.75963 -15.49300 12.79439
H -7.34430 -17.18089 10.00179
H -8.08485 -15.78995 9.23040
H -8.43977 -18.73063 8.83442
H -8.07916 -17.62371 7.67499
H -9.71576 -17.70887 8.14425
*
```

HOMO-LUMO gap (eV): 5.012
LUMO (eV): 4.0



No. 4
Here is a 6-piece molecular cluster, H12O6 overall in a non-equilibrium geometry from OMol25. Energies are from ωB97M-V with the def2-TZVPD basis set.

```
! wB97M-V def2-TZVPD RIJCOSX def2/J DEFGRID3
* xyz 0 1
O 0.36651 3.78009 -0.62605
H 0.66456 2.94322 -0.94855
H 0.98437 4.37715 -0.99918
O 1.29683 1.00360 -1.41505
H 1.63173 0.48728 -2.16769
H 1.85326 0.85595 -0.66708
O 1.66395 -1.78319 0.74071
H 2.42625 -2.07212 1.24133
H 1.71747 -0.78066 0.74381
O -2.48727 0.51389 1.69590
H -1.99622 0.24325 0.91712
H -3.07449 -0.18304 1.84190
O -1.08433 -2.81183 -0.00764
H -1.70476 -3.09180 0.68772
H -0.25876 -2.72735 0.45813
O -0.93940 -0.06655 -0.34005
H -0.23990 0.34641 -0.86703
H -0.81980 -1.03431 -0.28831
*
```

HOMO-LUMO gap (eV): 9.915
SMILES: O.O.O.O.O.O
LUMO (eV): -0.2



No. 5
Here is C10H10AuN2O2 as an isolated structure in a non-equilibrium geometry from OMol25. Energies are from ωB97M-V with the def2-TZVPD basis set.

```
! wB97M-V def2-TZVPD RIJCOSX def2/J DEFGRID3
* xyz -1 1
Au 0.00000 0.00000 0.00000
N -1.60448 0.80182 -0.76879
C -2.51942 1.16574 0.32447
C -3.76983 1.76702 0.12692
C -4.56806 2.07430 1.24499
C -4.11700 1.78173 2.54756
C -2.86269 1.17975 2.72847
C -2.29682 0.83174 4.05279
C -1.07786 0.25353 4.11930
C -0.31223 -0.02993 2.86860
N -0.77485 0.25678 1.74963
C -2.08799 0.88370 1.60775
H -1.40660 1.56466 -1.37743
H -2.03581 0.22439 -1.45611
H -4.11847 1.99268 -0.87271
H -5.53525 2.53865 1.10303
H -4.73853 2.02199 3.40077
H -2.85364 1.03791 4.96179
H -0.65039 -0.00706 5.08230
H 0.66494 -0.49284 2.91616
O 1.04233 -2.70042 0.82284
C -0.11267 -2.65285 0.32221
O -0.78981 -1.67948 -0.10330
H -0.63544 -3.66533 0.24000
H 1.31979 -0.66105 0.65676
*
```

HOMO-LUMO gap (alpha / beta) (eV): 3.911 / 3.909
LUMO (alpha / beta) (eV): 2.9 / 2.9



No. 6
Here is C10H13DyN2O6 as an isolated structure in a non-equilibrium geometry from OMol25. Energies are from ωB97M-V with the def2-TZVPD basis set.

```
! wB97M-V def2-TZVPD RIJCOSX def2/J DEFGRID3
* xyz 2 6
O -0.07546 -0.02601 -7.78521
C 0.21094 -0.02021 -6.68731
Dy -0.83546 -0.05091 -2.09331
O 1.64874 -0.04371 -3.76781
C 0.71664 -0.04601 -3.09771
C -2.58096 -0.06181 -1.48451
O -3.68216 -0.06921 -1.15981
C -0.91446 -1.88911 -2.27291
O -0.98826 -3.02331 -2.43471
C -0.95036 1.78139 -2.31021
O -1.04616 2.91039 -2.49511
H -1.52846 -0.07221 -3.51021
C 2.75614 -0.18041 0.59559
N 1.68984 -0.06861 1.59289
C 2.11194 -0.05251 2.98979
C 0.37524 0.00639 1.12779
O 0.25224 -0.03991 -0.11271
N -0.74776 0.12449 1.95639
C -0.72756 0.20449 3.41589
C -2.06276 0.17169 1.35989
H 3.76984 -0.23651 1.04419
H 2.74094 0.70649 -0.07341
H 2.61224 -1.10121 -0.00901
H 1.85474 0.90779 3.47189
H 1.72344 -0.93661 3.52789
H 3.21294 -0.12761 3.10039
H -0.20876 1.11979 3.75259
H -1.74226 0.29419 3.85839
H -0.33116 -0.72671 3.85779
H -2.12366 1.06159 0.70139
H -2.24116 -0.79391 0.84729
H -2.88896 0.27769 2.09389
*
```

HOMO-LUMO gap (alpha / beta) (eV): 4.549 / 4.276
<S²>: 9.42
LUMO (alpha / beta) (eV): -11.1 / -11.4